15
Properties=species:S:1:pos:R:3:nbo_charge:R:1 method="wB97M-V/def2-TZVPD" total_charge=+1 lumo_ev=-3.61 orbital_gap_ev=10.2 e_above_lowest_kcal_mol=72.2 e_homo_ev=-13.82 total_energy_ha=-304.135250
O -1.269 -1.322 0.046 -0.4611
N 1.056 -0.770 -0.234 -0.5322
N -2.311 0.924 0.067 -0.8365
C 1.923 0.405 0.073 -0.4310
C -1.338 0.031 -0.487 0.2239
C -0.242 -0.475 0.427 0.1554
H -3.165 1.009 -0.391 0.3998
H 1.128 -0.932 -1.266 0.4601
H 2.896 0.150 -0.451 0.2435
H 1.493 -1.652 0.207 0.4520
H -2.472 0.927 1.129 0.4027
H 2.153 0.556 1.223 0.2556
H -1.063 0.085 -1.540 0.2038
H 1.416 1.248 -0.269 0.2352
H -0.206 -0.184 1.468 0.2288